1.
C21H39NP2Zn as an isolated structure. Source: the Open Molecules 2025 dataset; level of theory: wB97M-V/def2-TZVPD.

Last column: Mulliken charge in e.
Cartesian coordinates (Å):
1 P 2.2311 1.9483 0.8952  1.5765
2 P 0.5380 -0.2910 -1.2218  1.5313
3 C 2.6237 1.6205 -0.8821  -1.1168
4 C 1.4183 1.2407 -1.7320  -1.5093
5 H 3.4116 0.8450 -0.8689  0.4066
6 H 3.0851 2.5344 -1.2911  0.5620
7 H 0.6830 2.0631 -1.7982  0.4051
8 H 1.7814 1.0511 -2.7556  0.7908
9 C 1.6589 -1.5675 -1.8765  -1.6884
10 H 1.0539 -2.4117 -2.2321  0.4680
11 H 2.3397 -1.9430 -1.1045  0.3286
12 H 2.2266 -1.1360 -2.7112  0.4036
13 C -0.8137 -0.3790 -2.3951  -2.4556
14 H -0.4188 -0.4638 -3.4205  0.4640
15 H -1.4608 0.5230 -2.2974  0.5241
16 H -1.3336 -1.3453 -2.2284  0.5683
17 C 3.8583 1.9108 1.8304  -1.7131
18 H 3.7951 2.6379 2.6412  0.4220
19 H 4.6676 2.1647 1.1442  0.5039
20 H 4.1092 0.9486 2.2788  0.4092
21 C 2.7770 3.8080 0.6553  -2.0468
22 H 2.1163 4.3492 -0.0320  0.4605
23 H 3.7890 3.8035 0.2279  0.5838
24 H 2.7897 4.3198 1.6194  0.3764
25 Zn -2.5619 -0.4079 -0.8038  0.5026
26 C 0.9731 -0.4296 0.6766  -1.3331
27 C 2.1572 0.1100 1.3840  -0.2204
28 C 1.9447 -0.0571 2.9060  -1.2588
29 C 1.2154 1.2125 3.5368  -0.8837
30 C 1.4011 2.4398 2.7373  -1.1848
31 C 0.6497 2.6845 1.5157  -0.0088
32 C -0.4344 1.7351 0.9581  -1.0481
33 C -0.2895 0.2353 1.2427  0.0053
34 C -3.5785 0.2215 0.7337  -1.1775
35 H 0.9191 -1.5210 0.8064  0.9472
36 H 3.0902 -0.3622 1.0295  0.7528
37 H 2.9305 -0.2331 3.3750  0.4484
38 H 1.3547 -0.9619 3.1096  0.3867
39 H 0.1347 1.0245 3.6604  0.3431
40 H 1.6229 1.2872 4.5531  0.4644
41 H 1.8983 3.2999 3.1628  0.6918
42 H 0.4367 3.7379 1.2265  0.6075
43 H -0.5409 1.9321 -0.1275  0.1194
44 H -1.4086 2.0480 1.3318  0.7386
45 H -0.3985 0.0027 2.2978  0.6641
46 H -1.1883 -0.2644 0.8597  -0.5474
47 H -4.5426 0.6852 0.5093  0.3671
48 H -2.9973 0.9503 1.3026  0.2085
49 H -3.8049 -0.5937 1.4374  0.3242
50 C -1.6587 -3.5476 0.3543  -0.8297
51 C -2.4108 -3.4198 -0.9034  0.4976
52 C -2.6708 -4.3904 -1.8789  -0.7180
53 C -3.4698 -3.8058 -2.8864  -0.8258
54 C -3.7027 -2.4650 -2.5089  0.6799
55 C -4.4700 -1.4055 -3.1705  -1.1457
56 N -3.0347 -2.2492 -1.3098  0.0984
57 H -1.2842 -4.5812 0.4383  0.3565
58 H -2.2769 -3.3366 1.2468  0.2248
59 H -0.7917 -2.8562 0.4197  -0.1036
60 H -2.2767 -5.4036 -1.8263  0.4048
61 H -3.8269 -4.2248 -3.8070  0.4615
62 H -4.6838 -1.6957 -4.2101  0.3257
63 H -5.4207 -1.1892 -2.6427  0.2307
64 H -3.9310 -0.4364 -3.1817  0.1793

Computed properties:
frontier orbital gap (spin up / spin down): 6.676 / 5.473 eV
highest occupied orbital energy (spin up / spin down): -6.58 / -5.49 eV
E: -90886.6110 eV
charge: 0
LUMO level (spin up / spin down): 0.09 / -0.02 eV



2.
A 2-piece molecular cluster, C4H9O3 overall. Source: the Open Molecules 2025 dataset; level of theory: wB97M-V/def2-TZVPD.

Last column: Mulliken charge in e.
Cartesian coordinates (Å):
1 O 0.3993 -2.6148 -0.0502  -0.7303
2 C 0.8707 -1.4397 -0.1993  -0.2802
3 C 0.2960 -0.3913 -0.8598  -0.2645
4 C 0.9350 0.7341 -1.6421  -0.6387
5 C 0.3196 2.1141 -1.4278  -0.5176
6 O -0.8828 2.3874 -2.1753  -0.5263
7 H 1.9110 -1.3600 0.2232  0.2726
8 H -1.2017 1.5788 -2.5952  0.2995
9 H -0.7994 -0.3290 -0.8883  0.1664
10 H 1.9965 0.9207 -1.4022  0.3082
11 H 0.8515 0.4076 -2.6809  0.2785
12 H 0.1165 2.0579 -0.3637  0.3718
13 H 0.9462 2.9614 -1.7181  0.2622
14 H -1.4996 -1.1062 4.3000  0.3489
15 H -1.1625 -1.8192 5.5270  0.3125
16 O -1.5066 -0.9538 5.2747  -0.6629

Computed properties:
frontier orbital gap: 5.548 eV
highest occupied orbital energy: -2.13 eV
E: -10435.4331 eV
charge: -1
LUMO level: 3.41 eV



3.
A 2-piece molecular cluster, C2H6S overall. Source: the Open Molecules 2025 dataset; level of theory: wB97M-V/def2-TZVPD.

Last column: Mulliken spin population.
Cartesian coordinates (Å):
1 C 0.2166 1.0324 -1.1423  0.5789
2 S 0.3439 2.4036 -0.1109  0.3424
3 C -0.1819 -0.9900 0.9663  0.1112
4 H 1.0609 0.6286 -1.6967  -0.0084
5 H -0.7421 0.9228 -1.6450  -0.0071
6 H -0.7444 -0.4056 1.6897  0.0031
7 H 0.5802 -1.6353 1.4166  -0.0124
8 H -0.6998 -1.7231 0.3325  -0.0093
9 H 0.1666 -0.2333 0.1898  0.0017

Computed properties:
frontier orbital gap (spin up / spin down): 5.509 / 6.807 eV
highest occupied orbital energy (spin up / spin down): -1.10 / -2.46 eV
E: -13005.3495 eV
charge: -1
LUMO level (spin up / spin down): 4.41 / 4.34 eV
multiplicity: 2
⟨S²⟩: 0.76



4.
C53H52AsN3O3Os as an isolated structure. Source: the Open Molecules 2025 dataset; level of theory: wB97M-V/def2-TZVPD.

Last column: Mulliken spin population.
Cartesian coordinates (Å):
1 Os -1.1252 0.6253 0.5442  2.5899
2 C -3.1772 0.1329 -2.4640  0.0674
3 C -3.8484 -1.1618 -1.9943  -0.0339
4 C -3.3799 -2.3643 -2.8834  0.0021
5 C -3.8552 -1.4966 -0.4835  0.0251
6 C -5.1041 -1.6448 0.1283  -0.0290
7 C -5.2641 -2.2861 1.3580  0.0352
8 C -4.1791 -2.9552 1.8631  -0.0191
9 C -2.9234 -2.8972 1.2626  0.0054
10 C -1.8611 -3.9334 1.6800  0.0007
11 C -0.9103 -3.5517 2.8285  0.0057
12 C -1.0819 -4.5766 0.5316  0.0013
13 C -2.6950 -1.8621 0.2890  0.0474
14 O -1.4990 -1.3055 0.1820  0.1843
15 H -3.5581 0.3892 -3.4496  0.0003
16 H -2.0969 0.0528 -2.5111  -0.0159
17 H -3.4179 0.9870 -1.8234  -0.0275
18 H -4.9377 -1.0121 -2.2247  0.0004
19 H -2.3698 -2.6765 -2.6542  0.0010
20 H -3.3484 -2.1345 -3.9433  0.0002
21 H -4.0016 -3.2487 -2.7259  -0.0006
22 H -6.0201 -1.2444 -0.3562  -0.0006
23 H -6.2857 -2.3723 1.7734  0.0010
24 H -4.2919 -3.6095 2.7220  -0.0004
25 H -2.4470 -4.7732 2.1065  -0.0002
26 H -0.1101 -2.8564 2.5098  -0.0043
27 H -0.4236 -4.4481 3.2024  -0.0004
28 H -1.4311 -3.0600 3.6732  -0.0008
29 H -0.5051 -3.8144 -0.0274  0.0016
30 H -1.7758 -5.0356 -0.1834  -0.0002
31 H -0.4177 -5.3632 0.8993  0.0001
32 C 7.1949 2.7026 1.1990  0.0003
33 C 5.8942 1.9290 0.8587  -0.0012
34 C 4.7042 2.1754 1.5243  0.0017
35 C 3.4953 1.5220 1.1850  -0.0062
36 C 2.2305 1.9918 1.8607  -0.0270
37 C 3.4523 0.4815 0.2199  0.0342
38 As 1.7132 -0.6507 0.1594  0.0790
39 N 0.5434 0.7959 -0.6303  0.1207
40 C 1.0345 1.7022 -1.5783  -0.0341
41 C 1.8803 1.2673 -2.6482  0.0395
42 C 2.4454 2.1932 -3.5195  -0.0299
43 C 2.1910 3.5690 -3.3747  0.0450
44 C 1.2944 3.9943 -2.3735  -0.0365
45 C 0.7241 3.0701 -1.4562  0.0664
46 C 2.1056 -2.2263 -1.1238  0.0246
47 C 1.4799 -2.4219 -2.3989  0.0034
48 C 0.1765 -1.7340 -2.8131  0.0610
49 C 1.9712 -3.4205 -3.2738  -0.0017
50 C 2.9308 -4.3541 -2.8961  -0.0002
51 C 3.4430 -5.4410 -3.8299  0.0003
52 C 3.4211 -4.2586 -1.5852  0.0008
53 C 3.0353 -3.2455 -0.6989  -0.0013
54 C 3.5762 -3.2509 0.7243  -0.0003
55 C 4.6574 0.2998 -0.5392  -0.0072
56 C 4.7115 -0.6147 -1.7401  -0.0028
57 C 5.8385 0.9692 -0.1707  0.0014
58 H 7.0106 3.3898 2.0220  0.0001
59 H 7.5176 3.2899 0.3436  -0.0001
60 H 8.0251 1.9992 1.4547  -0.0001
61 H 4.6775 2.9684 2.2738  -0.0002
62 H 2.4948 2.8467 2.4661  -0.0022
63 H 1.7731 1.2279 2.4930  -0.0063
64 H 1.4430 2.3140 1.1651  0.0327
65 H 2.0544 0.1951 -2.7967  0.0086
66 H 3.0981 1.8972 -4.3452  -0.0004
67 H 2.6090 4.3458 -4.0414  0.0020
68 H 1.0452 5.0553 -2.2905  -0.0008
69 H 0.0118 3.3460 -0.6914  0.0123
70 H -0.4404 -1.3999 -1.9853  -0.0018
71 H -0.4402 -2.4804 -3.3514  -0.0007
72 H 0.3310 -0.9237 -3.5382  -0.0003
73 H 1.5450 -3.4729 -4.2830  -0.0001
74 H 2.8759 -5.3978 -4.7601  0.0001
75 H 3.3515 -6.4238 -3.3797  0.0000
76 H 4.4920 -5.2799 -4.0689  -0.0001
77 H 4.1886 -4.9518 -1.2567  0.0001
78 H 4.1872 -4.1430 0.8497  0.0000
79 H 2.7885 -3.3053 1.4888  0.0001
80 H 4.1779 -2.3821 0.9902  0.0001
81 H 3.8266 -0.5174 -2.3844  -0.0024
82 H 4.7406 -1.6593 -1.4402  -0.0004
83 H 5.5993 -0.4407 -2.3371  0.0001
84 H 6.7540 0.7444 -0.7068  0.0002
85 O 0.5541 -0.5287 3.0978  0.0104
86 C -0.4722 0.0350 3.4209  -0.0145
87 N -1.4923 0.5297 2.5132  0.1145
88 C -2.6887 0.9933 3.1845  0.0181
89 O -3.7287 1.3225 2.6121  0.0185
90 C -2.3243 0.8846 4.6173  -0.0174
91 C -2.9422 1.2215 5.8021  0.0034
92 C -2.3117 1.0719 7.0568  0.0048
93 C -1.0363 0.5123 7.1282  0.0018
94 C -0.4273 0.0966 5.9310  0.0012
95 C -1.0507 0.3147 4.7269  0.0245
96 H -3.9534 1.6520 5.7395  -0.0001
97 H -2.8534 1.3870 7.9597  0.0005
98 H -0.5244 0.3563 8.1020  0.0002
99 H 0.5597 -0.3666 5.9326  -0.0003
100 N -5.6251 8.5105 -2.6631  0.0417
101 C -5.0797 7.6168 -2.1978  -0.0145
102 C -4.3892 6.5293 -1.6616  0.0852
103 C -3.2444 6.7306 -0.9255  -0.0400
104 C -2.6134 5.6270 -0.4112  0.1112
105 C -3.1402 4.3657 -0.6690  0.0246
106 C -4.2713 4.1684 -1.4639  0.1072
107 C -4.9239 5.2845 -1.9517  -0.0435
108 C -2.5290 3.2675 -0.1772  0.3890
109 C -2.0066 2.2188 0.3025  -0.0411
110 H -2.8743 7.7405 -0.7714  -0.0013
111 H -1.7296 5.6831 0.2161  0.0023
112 H -4.6057 3.1553 -1.6741  0.0086
113 H -5.8155 5.2307 -2.5771  -0.0016

Computed properties:
frontier orbital gap (spin up / spin down): 6.981 / 5.196 eV
highest occupied orbital energy (spin up / spin down): -7.55 / -7.55 eV
E: -129718.2462 eV
charge: 0
LUMO level (spin up / spin down): -0.56 / -2.36 eV
multiplicity: 5
⟨S²⟩: 6.10



5.
A 3-piece molecular cluster, C19H29B2N3O7 overall. Source: the Open Molecules 2025 dataset; level of theory: wB97M-V/def2-TZVPD.

Last column: Mulliken charge in e.
Cartesian coordinates (Å):
1 C 2.9782 2.6889 3.5562  -1.0495
2 C 2.4150 1.9107 4.7323  -0.2556
3 O 1.2465 1.1607 4.4468  -0.3799
4 C 1.4109 0.1084 3.4823  -0.7823
5 B 0.3692 0.4738 2.3254  0.4741
6 C 0.8797 1.1576 0.9994  -0.2909
7 C 1.7884 0.2035 0.1912  -0.5506
8 C 0.9807 -0.5504 -0.8566  -0.4576
9 O 1.7018 -1.6024 -1.4654  -0.2215
10 C 1.7010 -2.7970 -0.7102  -0.7668
11 B -1.2446 0.0578 2.6261  -0.1273
12 N -1.7495 -1.3411 2.4690  -0.6403
13 O -2.1294 0.9986 3.0603  -0.4150
14 H 2.1706 3.1685 3.0042  0.2024
15 H 3.5420 2.0575 2.8676  0.2813
16 H 3.6609 3.4578 3.9193  0.4284
17 H 3.1789 1.2509 5.1634  0.3149
18 H 2.1128 2.6092 5.5129  0.3415
19 H 1.1604 -0.8339 3.9862  0.3045
20 H 2.4525 0.0142 3.1564  0.4614
21 H 1.4207 2.0786 1.2271  0.1117
22 H 0.0433 1.4625 0.3620  0.3837
23 H 2.3082 -0.5116 0.8356  0.3262
24 H 2.5696 0.7629 -0.3271  0.2555
25 H 0.6934 0.1383 -1.6535  0.3085
26 H 0.0448 -0.9330 -0.4208  0.1216
27 H 1.7008 -2.6005 0.3659  0.3040
28 H 0.8288 -3.4115 -0.9564  0.2880
29 H 2.6042 -3.3535 -0.9548  0.2533
30 H -1.5637 -1.7079 1.5403  0.2403
31 H -1.2878 -1.9718 3.1191  0.2326
32 H -2.8394 0.6270 3.5928  0.3122
33 C 2.9663 -1.1685 -4.3756  -0.3737
34 C 2.5755 0.1612 -4.4651  -0.3741
35 C 3.3401 1.0701 -5.1783  -0.4149
36 C 4.4927 0.6167 -5.7937  0.1166
37 C 4.9073 -0.6999 -5.7201  -0.3993
38 C 4.1304 -1.5951 -5.0012  -0.4454
39 N 5.3094 1.5757 -6.5639  1.0049
40 O 4.9383 2.7315 -6.5979  -0.6059
41 O 6.3034 1.1519 -7.1174  -0.6079
42 H 2.3620 -1.8630 -3.8107  0.4532
43 H 1.6687 0.4921 -3.9767  0.3523
44 H 3.0584 2.1088 -5.2624  0.4497
45 H 5.8161 -1.0062 -6.2158  0.4585
46 H 4.4376 -2.6298 -4.9300  0.3724
47 C -4.7905 -0.0603 0.4756  -0.3924
48 C -5.8851 0.5528 -0.1192  -0.4962
49 C -7.1641 0.3003 0.3516  -0.4080
50 C -7.3095 -0.5672 1.4183  0.1017
51 C -6.2348 -1.1918 2.0241  -0.5738
52 C -4.9602 -0.9337 1.5423  -0.2397
53 N -8.6678 -0.8323 1.9347  1.0135
54 O -9.5990 -0.2905 1.3750  -0.6095
55 O -8.7722 -1.5760 2.8888  -0.6059
56 H -3.7936 0.1495 0.1086  0.3603
57 H -5.7461 1.2323 -0.9491  0.3819
58 H -8.0340 0.7623 -0.0900  0.4565
59 H -6.4013 -1.8628 2.8534  0.4530
60 H -4.0964 -1.4012 1.9975  0.5634

Computed properties:
frontier orbital gap: 9.086 eV
highest occupied orbital energy: -9.44 eV
SMILES string: O=[N+]([O-])c1ccccc1.O=[N+]([O-])c1ccccc1.CCOCB(CCCOC)B(N)O
E: -40323.4892 eV
charge: 0
LUMO level: -0.36 eV